# 1
{
  "formula": "C16H13CaF5N2O3S5Te",
  "method": "ωB97M-V/def2-TZVPD",
  "symbols": ["Ca", "S", "S", "S", "S", "C", "C", "C", "C", "C", "C", "C", "S", "O", "O", "N", "C", "C", "C", "C", "C", "C", "C", "C", "N", "C", "H", "H", "H", "H", "H", "H", "H", "H", "H", "H", "H", "H", "H", "F", "Te", "F", "F", "F", "F", "O"],
  "xyz": [[-1.78126, 0.38068, -1.79257], [-3.84443, -1.70615, 1.60832], [-5.66664, -0.71937, 2.63666], [-6.61672, -1.50349, 1.06320], [-4.73730, -1.54806, -0.15854], [4.33879, 4.32181, 1.90223], [3.17711, 3.46736, 1.56675], [2.32548, 3.73418, 0.48471], [1.13904, 3.03666, 0.29800], [0.76056, 2.07610, 1.22617], [1.47410, 1.88049, 2.36843], [2.71498, 2.51769, 2.48862], [-0.84683, 1.27138, 1.17231], [-1.31771, 1.18804, 2.54923], [-1.62328, 2.00768, 0.17720], [-0.69930, -0.15904, 0.40224], [-0.26222, -1.34361, 0.74743], [0.45580, -1.68213, 1.94051], [1.04102, -2.97735, 2.02851], [0.60068, -3.97826, 1.13656], [-0.20284, -3.70306, -0.00977], [-0.52476, -4.65510, -0.98291], [-0.90335, -4.19133, -2.22928], [-1.26653, -2.84580, -2.37708], [-1.11641, -1.90955, -1.40563], [-0.54418, -2.31569, -0.25255], [5.30604, 3.79800, 1.86807], [4.27393, 4.69466, 2.97739], [4.32710, 5.19784, 1.32371], [2.58449, 4.50896, -0.23688], [0.43513, 3.34018, -0.44318], [1.00794, 1.32750, 3.20184], [3.31522, 2.24848, 3.41683], [0.66678, -0.86909, 2.64741], [1.74325, -3.21402, 2.82904], [0.91331, -4.99873, 1.29916], [-0.36500, -5.70255, -0.77642], [-1.07643, -4.92655, -3.03668], [-1.76488, -2.54831, -3.27173], [0.08210, -0.15528, -4.09311], [-0.74645, 1.44584, -4.93710], [0.86286, 2.48798, -5.15169], [-2.52721, 0.47626, -3.87332], [-0.83236, 2.23279, -3.13336], [-0.11820, 0.29586, -6.43745], [-4.16139, -0.28393, -0.76126]],
  "forces_ev_per_a": [[-1.5, -0.4, 2.0], [2.6, -1.4, -1.7], [-2.5, 0.7, 1.3], [-2.6, 1.0, 1.1], [2.7, -2.1, 0.3], [0.7, -0.4, 2.3], [-1.5, -0.7, 0.5], [0.3, 0.0, -0.2], [0.4, -0.1, 0.6], [-1.4, 0.3, -0.2], [1.1, -0.1, 0.9], [0.5, -0.7, 1.4], [-0.7, -2.5, -0.1], [0.7, 0.4, -1.3], [0.2, 0.6, 0.0], [-0.6, 4.4, -0.4], [1.1, -1.1, 2.5], [0.3, -0.1, -1.7], [-1.8, -0.2, -0.9], [0.5, 0.6, 0.9], [0.4, 1.6, 0.8], [0.5, 0.7, -0.6], [-0.9, -1.0, 0.3], [0.4, 0.6, 1.6], [0.1, -1.7, -1.7], [0.3, -2.0, 0.0], [-0.2, 0.2, -0.3], [-0.1, -0.6, -1.2], [0.4, 1.1, -1.1], [0.0, 0.0, 0.2], [-0.2, -0.1, -0.7], [0.6, 0.1, -0.6], [-0.7, 0.7, -1.2], [-0.1, -0.6, -0.3], [-0.3, 0.0, -0.1], [0.2, -0.2, 0.0], [0.1, -0.1, -0.1], [0.0, 0.7, 0.4], [-0.1, 0.4, -0.6], [-0.9, 2.4, 0.0], [0.3, -2.6, 0.1], [-0.5, -0.7, 0.3], [1.1, 0.3, -1.1], [0.6, -0.2, 0.0], [-0.4, 0.9, 0.3], [0.9, 1.9, -1.7]],
  "homo_lumo_gap_ev": [1.59, 1.56],
  "total_charge": -2,
  "e_above_lowest_ev": 0.1115,
  "e_homo_ev": [1.71, 1.74],
  "total_energy_ha": -4388.7993
}


# 2
{
  "formula": "C6H9N",
  "method": "ωB97M-V/def2-TZVPD",
  "symbols": ["C", "C", "C", "C", "N", "H", "H", "H", "H", "H", "C", "C", "H", "H", "H", "H"],
  "xyz": [[-0.76769, -1.08116, -0.95004], [-0.92625, -1.26514, 0.36247], [0.08157, -0.88681, 1.41647], [-2.13003, -1.90404, 0.84492], [-3.07537, -2.42562, 1.26465], [-1.52598, -1.38883, -1.66342], [0.13587, -0.61661, -1.33471], [0.47173, -1.78547, 1.90640], [-0.37919, -0.26449, 2.19137], [0.91209, -0.33477, 0.96894], [0.81595, 2.16005, -0.33262], [1.59265, 1.83671, -1.36141], [1.23330, 2.44878, 0.62936], [-0.26932, 2.15079, -0.40848], [1.17435, 1.56198, -2.32763], [2.67713, 1.84214, -1.28566]],
  "forces_ev_per_a": [[0.0, 0.0, 0.1], [0.1, 0.0, -0.2], [0.1, 0.0, 0.0], [-0.8, -0.5, 0.3], [0.9, 0.5, -0.4], [0.1, 0.0, 0.1], [-0.1, -0.1, 0.1], [-0.1, 0.1, 0.0], [0.0, -0.1, -0.1], [-0.1, -0.1, 0.0], [0.1, 0.0, -0.2], [-0.1, 0.1, 0.1], [0.0, 0.0, -0.1], [0.2, 0.0, 0.0], [0.0, 0.0, 0.2], [-0.2, 0.0, 0.0]],
  "homo_lumo_gap_ev": 10.84,
  "smiles": "C=C(C)C#N.C=C",
  "e_above_lowest_ev": 1.9801,
  "e_homo_ev": -10.16,
  "total_energy_ha": -288.7093
}


# 3
{
  "formula": "C3H9N2O2",
  "method": "ωB97M-V/def2-TZVPD",
  "symbols": ["C", "C", "N", "C", "N", "H", "H", "H", "H", "H", "H", "H", "O", "H", "H", "O"],
  "xyz": [[0.06606, 0.62115, 1.56936], [-1.27785, 0.33420, 1.60039], [-1.77968, 0.39932, 0.22725], [-0.91783, 0.98041, -0.54603], [0.20548, 1.14845, 0.16370], [0.87455, 0.60115, 2.18242], [-1.98717, 0.11052, 2.35939], [-2.80528, 0.34517, 0.13936], [-1.04222, 1.27139, -1.52329], [1.13825, 1.25297, -0.14683], [2.55390, -1.03495, -0.36561], [3.57908, -0.33660, 0.48056], [2.62767, -0.42654, 0.36676], [-0.61178, -1.66552, -2.84506], [-0.35543, -2.20992, -1.60067], [-0.26776, -1.39120, -2.06169]],
  "forces_ev_per_a": [[-0.9, 2.6, -7.1], [-2.6, -0.8, -3.4], [-2.2, -0.3, 5.1], [2.4, -0.5, 1.9], [-0.1, -1.8, 4.4], [2.3, -0.1, 2.0], [-0.3, -0.3, 0.8], [0.5, -0.1, -0.7], [-0.3, 0.6, -2.3], [1.5, 0.4, -1.0], [-0.1, -0.5, -0.4], [0.2, 0.1, 0.2], [-0.4, 0.6, 0.1], [-1.6, -0.6, -4.4], [0.2, -1.0, 1.2], [1.3, 1.8, 3.4]],
  "homo_lumo_gap_ev": [9.69, 4.92],
  "total_charge": 2,
  "multiplicity": 2,
  "e_above_lowest_ev": 1.8373,
  "s2": 0.76,
  "e_homo_ev": [-19.40, -19.34],
  "total_energy_ha": -378.9178
}


# 4
{
  "formula": "C14H20N3O7P2Pt",
  "method": "ωB97M-V/def2-TZVPD",
  "symbols": ["Pt", "C", "C", "C", "C", "C", "C", "H", "H", "H", "H", "H", "H", "N", "C", "C", "P", "O", "O", "O", "P", "O", "O", "O", "H", "H", "H", "H", "H", "H", "H", "H", "N", "C", "O", "C", "C", "C", "C", "N", "C", "H", "H", "H", "H", "H", "H"],
  "xyz": [[1.09487, 0.06498, -0.36426], [2.96969, 1.30356, -0.43368], [3.58157, 0.09691, -0.02672], [3.74899, -0.96270, -0.93723], [3.26498, -0.85741, -2.24160], [2.62868, 0.31662, -2.65697], [2.48489, 1.40513, -1.76738], [3.03974, 2.19006, 0.19266], [4.02398, 0.03042, 0.95847], [4.28912, -1.84690, -0.63142], [3.43219, -1.65696, -2.94919], [2.32775, 0.42669, -3.69079], [2.15256, 2.36653, -2.14492], [-1.58447, -3.80197, 2.11054], [-0.76977, -3.22723, 1.03026], [-0.91980, -3.96078, -0.24941], [-1.27553, -1.37436, 0.80965], [-0.37909, -0.43818, 1.75624], [-2.65921, -1.50464, 1.28361], [-0.85769, -0.97923, -0.57402], [1.09088, -3.03007, 1.47631], [0.87695, -2.51054, 2.97514], [1.59258, -4.40101, 1.40084], [1.58576, -1.95157, 0.56599], [-2.46690, -3.22801, 2.13070], [-1.11494, -3.72066, 3.02765], [-1.82043, -4.79632, 1.95737], [-1.95159, -3.92480, -0.61904], [-0.65762, -5.02005, -0.14633], [-0.27761, -3.52489, -1.01637], [-0.67611, -0.30853, 2.66548], [1.54243, -2.84425, 3.58809], [-2.60954, 5.56841, 0.85024], [-2.31469, 4.30773, 1.08275], [-2.36152, 3.71305, 2.13835], [-1.86464, 3.46313, -0.11408], [-2.51824, 3.47811, -1.33708], [-2.07548, 2.60501, -2.32477], [-1.01830, 1.75289, -2.04512], [-0.41055, 1.75260, -0.86331], [-0.81957, 2.56838, 0.09697], [-2.93124, 6.14721, 1.62101], [-2.50059, 6.02019, -0.04643], [-3.36268, 4.12944, -1.51597], [-2.55326, 2.58272, -3.29301], [-0.66129, 1.04746, -2.78515], [-0.31526, 2.53386, 1.05588]],
  "forces_ev_per_a": [[-0.5, -0.4, -0.1], [0.6, 0.2, -0.1], [-0.1, 0.7, 0.2], [0.2, -0.2, 0.0], [-0.3, 0.2, -0.3], [0.1, -0.2, 0.0], [0.3, 0.4, 0.1], [-0.2, -0.2, 0.0], [-0.2, -0.1, 0.1], [0.0, -0.1, 0.1], [0.0, -0.1, 0.0], [-0.2, 0.0, 0.0], [-0.2, -0.1, 0.1], [-0.5, -0.3, 0.7], [0.5, -0.1, -0.3], [-0.1, -0.3, -0.8], [-0.6, 0.8, 0.6], [0.0, 0.0, -0.6], [-0.1, -0.3, 0.0], [0.7, 0.1, -0.3], [-0.3, 1.2, 0.7], [0.1, 0.0, -0.5], [0.0, -0.9, -0.1], [0.2, 0.4, -0.4], [0.3, -0.4, 0.1], [-0.2, 0.0, -0.2], [0.1, 0.3, 0.0], [0.0, 0.1, 0.0], [0.0, 0.1, 0.1], [-0.1, -0.1, 0.1], [-0.1, 0.1, 0.3], [0.2, -0.2, 0.4], [-0.4, 1.4, 0.0], [0.6, -1.8, -0.2], [0.0, 0.2, 0.4], [-0.2, 0.5, 0.2], [0.4, -0.3, 0.0], [0.1, -0.1, 0.1], [-0.4, 0.0, -0.9], [0.7, -0.6, 0.3], [-0.1, 0.6, 0.4], [0.1, -0.2, -0.2], [0.0, -0.2, 0.2], [0.0, 0.1, 0.0], [0.1, -0.1, -0.1], [-0.1, 0.0, 0.0], [-0.1, 0.0, 0.0]],
  "homo_lumo_gap_ev": [7.42, 3.37],
  "total_charge": 3,
  "multiplicity": 5,
  "e_above_lowest_ev": 1.7190,
  "s2": 6.03,
  "e_homo_ev": [-17.29, -17.28],
  "total_energy_ha": -2037.4403
}


# 5
{
  "formula": "C6H13BeO3",
  "method": "ωB97M-V/def2-TZVPD",
  "symbols": ["C", "O", "C", "C", "O", "C", "C", "O", "C", "Be", "H", "H", "H", "H", "H", "H", "H", "H", "H", "H", "H", "H", "H"],
  "xyz": [[0.50862, -1.70927, 2.37572], [-0.33700, -0.53381, 2.32660], [-1.65438, -0.83307, 1.81098], [-1.43478, -1.35217, 0.40505], [-1.04114, -0.08644, -0.24301], [-0.69258, -0.10056, -1.60631], [0.10456, 1.14190, -1.90666], [1.14658, 1.21461, -0.93576], [2.12804, 2.20210, -1.21816], [0.28912, 0.71454, 0.80364], [-0.04158, -2.29622, 1.09705], [1.15450, -1.48414, 3.24480], [-2.23746, 0.09872, 1.93618], [-2.12555, -1.59947, 2.44480], [-1.94228, -1.92038, -0.39257], [-1.59400, -0.14378, -2.23705], [-0.08526, -1.00127, -1.79191], [-0.51533, 2.05114, -1.84431], [0.53066, 1.07996, -2.91839], [2.82896, 2.21636, -0.37674], [2.66247, 1.94393, -2.14264], [1.65520, 3.18967, -1.32479], [0.69263, -2.79234, 2.49349]],
  "forces_ev_per_a": [[3.0, 0.2, -0.8], [-2.0, -0.7, 0.0], [-1.1, -1.3, -0.2], [1.3, -0.4, 0.5], [1.8, 1.3, 0.7], [0.2, -0.7, -0.4], [-0.1, 0.3, -0.4], [-0.4, -0.7, 0.2], [0.3, 0.4, 0.1], [-0.8, -1.0, 0.1], [0.5, 2.4, -0.7], [0.9, 0.8, -1.2], [0.3, -0.1, -0.4], [0.2, 0.1, -0.1], [-0.7, 0.2, 1.4], [0.2, 0.0, 0.2], [-0.1, 0.2, -0.1], [0.1, -0.2, 0.0], [-0.1, 0.0, 0.2], [-0.2, 0.0, -0.2], [-0.2, 0.0, 0.2], [0.1, -0.2, 0.1], [-3.3, -0.6, 0.8]],
  "homo_lumo_gap_ev": [6.18, 6.05],
  "multiplicity": 2,
  "e_above_lowest_ev": 7.8496,
  "s2": 0.75,
  "e_homo_ev": [-5.60, -5.76],
  "total_energy_ha": -476.5170
}


# 6
{
  "formula": "C4H8O2",
  "method": "ωB97M-V/def2-TZVPD",
  "symbols": ["C", "C", "C", "O", "C", "O", "H", "H", "H", "H", "H", "H", "H", "H"],
  "xyz": [[0.60254, -1.59333, -0.19551], [0.69417, 0.74629, 0.76317], [0.32513, 1.67556, -0.34551], [-1.01804, 1.92235, -0.66945], [-0.65578, -0.99016, 0.43399], [-0.43991, 0.18324, 1.28550], [1.16262, -0.93075, -0.86947], [0.26727, -2.46166, -0.77489], [1.30097, -1.90138, 0.58747], [0.88609, 1.46887, -1.26911], [0.83831, 2.53599, 0.13966], [-1.50390, 1.80560, 0.16024], [-1.08151, -1.74961, 1.09391], [-1.37794, -0.71101, -0.34002]],
  "forces_ev_per_a": [[0.1, -0.1, 0.1], [-0.3, 0.2, -0.1], [0.4, 0.0, 0.2], [0.0, -0.1, 0.2], [-0.3, -0.2, -0.2], [0.7, -0.2, -0.2], [-0.4, -0.1, 0.1], [0.2, 0.1, 0.1], [-0.1, -0.1, -0.2], [0.0, 0.1, 0.4], [-0.2, 0.4, -0.3], [-0.1, 0.0, -0.2], [-0.1, 0.3, -0.1], [0.1, 0.0, 0.1]],
  "homo_lumo_gap_ev": 8.65,
  "e_above_lowest_ev": 5.0186,
  "e_homo_ev": -8.33,
  "total_energy_ha": -307.5280
}